Record 1
40
Properties=species:S:1:pos:R:3:forces:R:3 method="wB97M-V/def2-TZVPD" lumo_energy_ev="-15.2 / -18.3" total_charge=+4 s2=24.81 multiplicity=10 e_homo_ev="-21.428 / -22.731" gap_ev="6.2 / 4.5"
I 0.741 -2.568 0.104 0.64 -1.31 0.76
I 1.517 1.914 -0.888 0.15 -0.25 -0.10
Ir -1.385 0.958 0.716 2.92 -0.22 -0.02
Fe -1.084 -1.065 -0.794 2.10 1.54 1.00
S 0.711 -0.134 -1.703 1.62 2.59 -0.59
C -2.333 -2.030 -1.653 -8.22 -7.39 -1.53
C -2.151 -0.771 1.069 -4.74 -4.14 5.03
C 0.275 0.131 -3.468 0.25 0.17 -1.73
C 1.218 1.133 -4.108 0.21 -0.13 0.03
C -1.180 0.555 -3.597 -0.15 0.08 0.84
C 0.498 -1.293 -3.969 0.37 -0.26 0.17
C -1.778 2.108 2.202 -2.47 3.43 5.58
C -2.542 1.788 -0.471 -4.13 3.37 -4.40
O -2.742 -1.650 1.591 2.58 3.46 -2.57
O -3.202 -2.817 -1.662 4.74 4.41 -0.44
O -2.033 2.813 3.088 1.27 -2.82 -3.89
O -3.276 2.318 -1.204 2.73 -2.17 2.96
H 1.003 1.154 -5.186 0.04 -0.01 0.21
H 2.260 0.831 -3.982 0.04 0.07 -0.13
H 1.083 2.143 -3.712 -0.08 -0.08 -0.22
H -1.425 0.529 -4.670 -0.05 0.05 0.30
H -1.347 1.558 -3.181 -0.05 -0.17 -0.34
H -1.844 -0.158 -3.068 0.00 0.31 -0.46
H 0.324 -1.325 -5.046 -0.01 -0.11 0.04
H -0.186 -1.993 -3.473 -0.06 -0.13 -0.22
H 1.524 -1.604 -3.742 -0.10 -0.13 -0.39
C -0.288 0.154 4.513 0.33 0.23 -0.73
Si 0.962 -0.078 3.134 -2.25 -0.34 2.23
C 2.434 1.090 3.299 2.81 0.98 0.01
C 1.711 -1.816 3.399 1.56 -1.24 -0.27
O 0.317 0.057 1.665 0.11 -0.13 -1.39
H 0.041 -0.415 5.397 -0.05 0.24 -0.16
H -1.267 -0.229 4.198 0.08 0.05 0.16
H -0.395 1.210 4.788 -0.06 -0.19 0.20
H 2.701 1.215 4.361 -0.50 -0.45 -0.03
H 3.319 0.687 2.783 -0.37 -0.08 0.10
H 2.220 2.082 2.881 -0.67 -0.29 -0.08
H 0.955 -2.602 3.267 -0.41 0.53 0.04
H 2.536 -2.003 2.699 -0.02 0.13 0.20
H 2.105 -1.880 4.425 -0.13 0.40 -0.18

Record 2
32
Properties=species:S:1:pos:R:3:forces:R:3 method="wB97M-V/def2-TZVPD" lumo_energy_ev=-5.0 total_charge=+1 multiplicity=1 e_homo_ev=-13.065 smiles="C=[N+]=C1C=CC=N[C@@]1(C)NC(C)(C)C" gap_ev=8.1 relative_energy_kj_mol=428.5
C -0.024 2.548 0.090 0.45 -0.15 -1.52
N 1.035 1.950 0.397 0.27 2.12 0.44
C 1.616 0.876 0.318 -0.38 -2.89 -0.84
C 2.793 0.406 0.974 1.48 1.07 -0.91
C 3.227 -0.856 0.710 1.66 1.83 1.94
C 2.393 -1.770 0.067 -3.35 -1.55 -1.33
N 1.244 -1.460 -0.431 0.90 -1.01 -0.43
C 0.881 -0.102 -0.700 0.41 -0.06 0.80
C 1.472 0.236 -2.118 1.68 1.63 3.19
N -0.507 0.117 -0.681 -1.80 1.03 -0.30
C -1.653 -0.284 0.228 1.65 -2.73 1.93
C -2.178 -1.736 0.017 1.32 0.50 -4.06
C -1.260 -0.323 1.699 0.84 -0.01 -0.58
C -2.711 0.726 0.037 -3.35 -1.81 -1.05
H -0.779 2.509 0.807 -1.33 0.39 1.02
H -0.130 3.088 -0.857 0.13 0.17 0.45
H 3.334 1.281 1.373 0.26 -1.24 0.56
H 4.150 -1.278 1.132 -0.26 0.64 -0.16
H 2.564 -2.853 0.059 0.44 0.43 0.26
H 1.051 -0.452 -2.718 -0.76 -2.49 -2.46
H 2.569 0.332 -2.091 -0.30 -1.04 -0.03
H 1.241 1.203 -2.456 -1.10 1.44 -0.19
H -0.938 0.247 -1.586 0.46 0.01 -0.19
H -1.478 -2.266 -0.773 -1.72 1.10 1.07
H -2.108 -2.433 0.821 -0.55 0.11 0.92
H -3.168 -1.465 -0.385 0.06 -1.72 0.06
H -2.058 -0.292 2.390 -1.39 0.65 0.31
H -0.617 0.500 1.835 0.99 1.04 1.06
H -0.823 -1.250 2.026 0.99 -0.30 -0.38
H -2.951 0.828 -1.021 0.26 0.32 -0.32
H -3.754 0.322 0.401 2.16 1.04 0.03
H -2.433 1.650 0.436 -0.14 1.46 0.73

Ordered maximum force results: 11.16; 4.29; unit eV Å⁻¹.